(1)
Below is a structure of composition C35H33FeNO2Te, with properties calculated with ωB97M-V/def2-TZVPD.

## Properties
- Net charge: +1
- 2S+1: 6
- <S²>: 8.77
- ΔE to the lowest compared entry with this formula, charge and spin: 0.0 kcal per mole
- Lowest unoccupied orbital energy (alpha / beta): -2.76 / -4.36 eV
- HOMO level (alpha / beta): -11.4 / -11.4 eV
- HOMO-LUMO gap (alpha / beta): 0.3165 / 0.2582 Ha

Geometry (Å):
1 Fe -0.01 -0.14 -0.55
2 O -0.84 -1.72 -0.66
3 C -0.90 -2.84 0.21
4 C -0.89 -2.27 1.66
5 C 0.40 -1.61 2.02
6 C 1.27 -2.15 2.95
7 C 2.46 -1.50 3.24
8 C 2.78 -0.33 2.57
9 C 1.89 0.17 1.64
10 C 2.19 1.37 0.79
11 C 2.65 0.95 -0.63
12 O 1.65 0.09 -1.17
13 C 2.74 2.15 -1.57
14 C 2.99 1.88 -2.91
15 C 3.06 2.91 -3.84
16 C 2.88 4.22 -3.43
17 C 2.64 4.50 -2.09
18 C 2.56 3.46 -1.17
19 C 3.97 0.20 -0.53
20 C 3.98 -1.19 -0.42
21 C 5.18 -1.87 -0.27
22 C 6.38 -1.16 -0.21
23 C 6.37 0.22 -0.31
24 C 5.17 0.90 -0.47
25 N 0.72 -0.46 1.39
26 C 0.30 -3.75 0.01
27 C 1.22 -3.53 -1.00
28 C 2.31 -4.38 -1.16
29 C 2.48 -5.46 -0.31
30 C 1.56 -5.69 0.71
31 C 0.48 -4.84 0.86
32 C -2.23 -3.54 -0.09
33 C -2.27 -4.70 -0.86
34 C -3.48 -5.27 -1.22
35 C -4.67 -4.68 -0.83
36 C -4.65 -3.52 -0.07
37 C -3.44 -2.95 0.29
38 H -1.11 -3.06 2.37
39 H -1.69 -1.53 1.73
40 H 1.00 -3.07 3.45
41 H 3.14 -1.91 3.97
42 H 3.70 0.19 2.76
43 H 2.95 1.99 1.26
44 H 1.27 1.97 0.70
45 H 3.14 0.85 -3.23
46 H 3.26 2.68 -4.88
47 H 2.94 5.03 -4.15
48 H 2.50 5.52 -1.76
49 H 2.38 3.71 -0.13
50 H 3.05 -1.74 -0.47
51 H 5.18 -2.95 -0.19
52 H 7.32 -1.69 -0.09
53 H 7.30 0.77 -0.28
54 H 5.17 1.98 -0.57
55 H 1.09 -2.69 -1.68
56 H 3.01 -4.20 -1.96
57 H 3.32 -6.12 -0.44
58 H 1.68 -6.53 1.37
59 H -0.25 -5.05 1.64
60 H -1.35 -5.17 -1.18
61 H -3.49 -6.17 -1.82
62 H -5.62 -5.13 -1.11
63 H -5.57 -3.05 0.24
64 H -3.45 -2.04 0.87
65 C -1.95 2.32 -3.61
66 Te -1.23 0.42 -2.99
67 C -3.15 -0.41 -2.59
68 H -2.71 2.11 -4.36
69 H -1.12 2.87 -4.05
70 H -2.37 2.88 -2.78
71 H -3.90 0.30 -2.93
72 H -3.26 -0.60 -1.53
73 H -3.24 -1.35 -3.14

In the Mulliken picture, each atom carries the following charge in e: -0.0582, -0.3099, 2.4694, -1.7172, 0.9159, -0.6441, -0.8932, -0.6230, 0.6604, -1.8539, 3.1492, -0.0379, -0.3042, -0.1340, -1.0084, -0.4856, -1.0680, 0.0052, -0.7315, 0.3822, -0.6904, -0.5853, -0.9243, -0.4074, -0.1889, -0.5415, -0.0997, -0.6590, -0.6160, -1.0215, -0.1170, -0.2580, -0.2787, -0.9578, -0.5005, -1.0339, -0.3804, 0.3653, 0.7523, 0.4629, 0.4556, 0.4899, 0.6559, 0.5287, 0.4410, 0.4571, 0.4515, 0.4444, 0.4200, -0.1175, 0.5013, 0.4305, 0.4209, 0.4666, 0.5152, 0.5276, 0.4581, 0.4520, 0.4670, 0.4343, 0.4270, 0.4304, 0.4238, 0.3774, -1.0882, 0.3646, -0.8707, 0.3669, 0.3366, 0.3730, 0.4691, 0.1064, 0.3500

(2)
Below is a cluster of 3 separate species, C3H9N3O6 in total, with properties calculated with ωB97M-V/def2-TZVPD.

## Properties
- SMILES: C[N+](=O)[O-].C[N+](=O)[O-].C[N+](=O)[O-]
- ΔE to the lowest compared entry with this formula, charge and spin: 21.6 kcal per mole
- Lowest unoccupied orbital energy: -0.28 eV
- HOMO level: -11.0 eV
- HOMO-LUMO gap: 0.3933 Ha

Geometry (Å):
1 C -3.57 37.88 13.27
2 N -3.67 36.50 12.85
3 O -3.60 35.61 13.71
4 O -3.54 36.26 11.62
5 H -3.13 37.92 14.27
6 H -4.59 38.26 13.29
7 H -3.02 38.39 12.48
8 C 0.47 33.36 12.52
9 N -0.56 32.35 12.29
10 O -1.01 32.25 11.20
11 O -0.97 31.91 13.37
12 H -0.02 34.28 12.80
13 H 1.08 33.48 11.62
14 H 1.11 32.97 13.32
15 C 3.08 30.26 6.89
16 N 3.88 31.43 7.29
17 O 3.89 31.70 8.50
18 O 4.38 32.07 6.38
19 H 3.11 30.02 5.83
20 H 2.10 30.35 7.37
21 H 3.46 29.32 7.28

In the Mulliken picture, each atom carries the following charge in e: -0.7632, 0.8085, -0.4844, -0.4883, 0.3147, 0.2920, 0.3212, -0.6024, 0.8497, -0.5138, -0.5143, 0.2303, 0.2764, 0.2736, -0.7169, 0.8138, -0.5032, -0.4879, 0.3234, 0.2835, 0.2874

(3)
Below is the molecule C3H3NO3, with properties calculated with ωB97M-V/def2-TZVPD.

## Properties
- ΔE to the lowest compared entry with this formula, charge and spin: 63.9 kcal per mole
- Lowest unoccupied orbital energy: -0.74 eV
- HOMO level: -10.4 eV
- HOMO-LUMO gap: 0.3540 Ha

Geometry (Å):
1 N -0.03 0.83 -0.39
2 C -0.53 -0.28 0.05
3 O 0.39 -1.07 0.46
4 C 1.58 0.09 -0.04
5 O 2.27 0.57 0.79
6 C -1.99 -0.66 0.06
7 O -2.38 -1.74 0.41
8 H -0.55 1.60 -0.80
9 H 1.84 -0.32 -1.02
10 H -2.68 0.14 -0.29

In the Mulliken picture, each atom carries the following charge in e: -0.3858, 0.7055, -0.4349, 0.2859, -0.4735, -0.1163, -0.3903, 0.1856, 0.3494, 0.2745

(4)
Below is a structure of composition C6H6BrLaNS3Sb, with properties calculated with ωB97M-V/def2-TZVPD.

## Properties
- Net charge: +1
- 2S+1: 2
- <S²>: 0.77
- ΔE to the lowest compared entry with this formula, charge and spin: 9.0 kcal per mole
- Lowest unoccupied orbital energy (alpha / beta): -3.94 / -6.35 eV
- HOMO level (alpha / beta): -11.9 / -11.6 eV
- HOMO-LUMO gap (alpha / beta): 0.2923 / 0.1917 Ha

Geometry (Å):
1 La -1.06 -0.38 -3.17
2 C -0.48 -0.57 2.95
3 C 0.25 -0.60 1.66
4 C 1.57 -0.16 1.57
5 C 2.20 -0.10 0.34
6 C 1.46 -0.45 -0.77
7 Br 2.19 -0.26 -2.56
8 N 0.21 -0.91 -0.73
9 C -0.37 -1.01 0.47
10 H 0.22 -0.53 3.79
11 H -1.14 -1.42 3.08
12 H -1.09 0.34 2.97
13 H 2.10 0.13 2.46
14 H 3.22 0.24 0.24
15 H -1.37 -1.41 0.49
16 S -1.96 1.45 -1.23
17 Sb -2.36 2.78 -3.23
18 S -3.41 0.79 -4.28
19 S -0.18 2.08 -4.05

In the Mulliken picture, each atom carries the following charge in e: 1.5765, -1.3300, 0.7639, -0.4017, -0.4574, 0.4930, -0.2572, -0.4302, -0.5061, 0.3825, 0.3777, 0.2897, 0.4134, 0.4157, 0.3912, -0.4026, 0.5897, -0.4031, -0.5051

- The lowest ΔE to the lowest compared entry with this formula, charge and spin belongs to which entry?
  C35H33FeNO2Te